No. 1
C17H25NO4 | the ωB97M-V functional and the def2-TZVPD basis

The geometry in XYZ format:
```
47
C17H25NO4 (the ωB97M-V functional and the def2-TZVPD basis)
C 0.91012 3.38102 0.41621
C 0.98780 1.92002 0.03730
C -0.07188 1.26475 -0.45256
N 0.24571 -0.17036 -0.57786
C 1.49977 -0.41523 -0.33459
C 1.86174 0.93717 0.25084
C 3.19259 1.13827 0.80185
O 3.71757 2.37496 0.78576
C 4.05311 0.01556 0.66165
H 5.20140 0.21534 0.70674
H 3.84922 -0.21139 1.77459
C 3.68453 -0.98796 -0.39557
C 4.67214 -2.50315 -0.14297
H 5.72597 -1.98671 -0.08081
H 4.41182 -3.12035 -0.87808
H 4.40241 -2.74424 1.09531
C 4.12674 -0.70914 -1.64149
H 3.43811 0.26686 -1.83733
H 5.23885 -0.14289 -1.82942
H 3.87174 -1.26349 -2.32787
C 2.25354 -1.47306 -0.27927
H 1.89679 -2.02815 -0.86017
H 2.12989 -1.90760 0.79902
H -0.46255 -0.82750 -0.72470
C -1.58776 1.73989 -0.99599
O -1.95015 2.71278 -0.71699
O -2.31670 0.30530 -1.12395
C -3.65502 0.89550 -1.48488
C -4.59967 -0.56821 -1.08965
O -5.12595 -0.65949 0.11611
C -4.39308 -0.72046 1.18540
C -3.92198 0.45108 1.71973
H -3.54591 0.33938 2.89238
H -4.70743 1.09029 1.82637
H -3.07468 0.80664 1.30103
C -3.23137 -1.64455 1.12702
H -3.61116 -2.75936 0.46320
H -2.46954 -1.41822 0.74980
H -2.89576 -2.03631 2.09100
H -5.27871 -1.11623 2.00855
H -3.80502 -1.48322 -1.23470
H -5.48835 -0.47137 -1.67435
H -4.16615 1.53194 -0.83333
H -3.78907 0.86165 -2.48703
H 0.95481 3.60339 1.31798
H 0.06773 3.77341 0.05240
H 1.75380 3.74346 -0.17672
```

Computed properties:
Gap between HOMO and LUMO = 8.08 eV
Energy above the lowest of the compared OMol25 structures with the same formula, charge and spin = 18.803 eV

***

No. 2
C17H26AlCl2N2O | the ωB97M-V functional and the def2-TZVPD basis

The geometry in XYZ format:
```
49
C17H26AlCl2N2O (the ωB97M-V functional and the def2-TZVPD basis)
Al 1.20514 0.23541 -2.35135
Cl -0.38722 -1.29013 -2.30345
Cl 0.34262 1.97118 -1.27686
C 3.01615 -0.14715 -1.75460
H 3.55975 0.81493 -1.82131
H 3.39056 -0.89259 -2.47077
C -0.58348 1.75333 -4.33916
C 0.36386 0.85928 -4.18048
H -0.45412 2.70423 -3.79470
C 0.50960 -0.41526 -5.02450
H 1.39145 1.26907 -3.87242
C -0.50873 -0.40711 -6.14313
H 1.54382 -0.64342 -5.34341
H 0.22262 -1.26296 -4.35923
C -1.87050 -0.01213 -5.57280
H -0.17850 0.32364 -6.88244
H -0.54067 -1.39392 -6.61066
C -1.91390 1.34615 -4.84303
H -2.59958 0.01144 -6.37599
H -2.18009 -0.76029 -4.84188
H -2.28316 2.14506 -5.49858
H -2.58829 1.26615 -3.96532
C -2.85848 0.10336 5.00772
C -1.61584 -0.71760 5.24602
N -0.55400 -0.50265 4.24455
C 0.15193 0.78733 4.37675
C 0.95127 0.85831 5.66907
C -0.80196 -1.04415 2.98882
O -1.86396 -1.61156 2.70199
C 0.33437 -0.97512 2.02372
C 1.67031 -1.18095 2.42710
C 2.67954 -1.06222 1.47561
C 2.28746 -0.74688 0.17159
N 1.07739 -0.59114 -0.18590
C 0.03429 -0.75317 0.67890
H -2.63441 1.17478 4.99091
H -3.57221 -0.09555 5.81056
H -3.31612 -0.19031 4.05837
H -1.16195 -0.47843 6.20916
H -1.86365 -1.78411 5.20790
H 0.82141 0.92731 3.52067
H -0.59153 1.60446 4.36006
H 1.69281 0.05198 5.71183
H 1.48809 1.81221 5.69706
H 0.30554 0.79742 6.55122
H 1.89016 -1.42592 3.46254
H 3.74265 -1.18438 1.65621
H 3.22734 -0.57892 -0.72265
H -0.97780 -0.66904 0.28630
```

Computed properties:
Gap between HOMO and LUMO (spin up / spin down) = 3.82 / 3.83 eV
Energy above the lowest of the compared OMol25 structures with the same formula, charge and spin = 5.623 eV
Total charge = -1

***

No. 3
C17H26BBrN2O9Tl | the ωB97M-V functional and the def2-TZVPD basis

The geometry in XYZ format:
```
57
C17H26BBrN2O9Tl (the ωB97M-V functional and the def2-TZVPD basis)
Tl -0.76472 -1.83401 0.99703
O -5.03118 -0.24375 1.63508
C -4.14639 -0.91176 0.90176
O -3.57221 -1.90835 1.26867
C -4.04865 -0.31706 -0.49923
O -2.69217 -0.15405 -0.91167
C -2.17468 1.08418 -0.67360
C -1.67429 1.44156 0.77119
O -1.13091 2.53366 0.86202
O -1.92292 0.51441 1.57744
H -5.08571 -0.65621 2.50932
H -4.59425 0.62469 -0.54410
H -4.49197 -1.02704 -1.19066
H -2.71701 1.90000 -1.15641
H -1.14026 1.08457 -1.30310
N 2.67082 2.25091 2.35314
C 3.16604 0.88677 2.19079
C 2.13799 0.00149 1.49018
O 2.32201 -1.15862 1.21831
O 0.98004 0.60676 1.21552
H 3.13767 2.91093 1.74904
H 2.74332 2.58589 3.30148
H 1.06141 1.53083 1.55238
H 3.36622 0.42091 3.15396
H 4.08905 0.82830 1.61715
C 2.77307 1.16847 -3.65033
C 1.64674 0.27227 -3.19248
C 2.16960 -1.05128 -2.67745
O 1.00369 0.93584 -2.01128
B -0.27926 0.75993 -2.25203
O -0.76415 0.24506 -3.36424
C 0.45204 0.13365 -4.23169
C 0.35579 1.27939 -5.21965
C 0.37999 -1.20049 -4.93346
H 3.55992 1.17613 -2.89552
H 2.43849 2.19198 -3.81320
H 3.19717 0.78356 -4.58047
H 2.87974 -0.86748 -1.87013
H 2.68143 -1.59215 -3.47399
H 1.36935 -1.67795 -2.27647
H 0.36473 2.24738 -4.71626
H -0.58071 1.18875 -5.76944
H 1.17984 1.24515 -5.93293
H 0.27916 -2.02620 -4.23051
H 1.28236 -1.35146 -5.53078
H -0.47928 -1.20836 -5.60462
Br -0.32673 -1.10971 8.23489
C -0.48578 -1.30745 6.37301
C -0.54516 -2.57201 5.81499
C -0.65173 -2.66288 4.43918
N -0.70092 -1.59702 3.63575
C -0.65887 -0.38226 4.19447
C -0.54796 -0.18828 5.56087
H -0.50913 -3.46006 6.43086
H -0.69652 -3.63678 3.96050
H -0.75104 0.46055 3.51741
H -0.52308 0.80868 5.97927
```

Computed properties:
Gap between HOMO and LUMO = 8.12 eV
Total charge = +1

***

No. 4
C17H26BrN4O3 | the ωB97M-V functional and the def2-TZVPD basis

The geometry in XYZ format:
```
51
C17H26BrN4O3 (the ωB97M-V functional and the def2-TZVPD basis)
O -1.32302 -2.85726 4.07193
C -1.36315 -3.31089 2.81333
O -2.57104 -3.25103 1.94071
C -0.01931 -4.02697 2.20591
C 1.13787 -3.09419 1.47297
O 1.20298 -1.76452 1.32161
N 2.08170 -4.19655 0.96868
C 1.41536 -5.58596 0.90106
C -0.19187 -5.13162 0.96963
Br -1.56343 -6.59190 1.18510
H 0.40058 -4.68389 3.08726
H 3.05721 -4.17759 1.34004
H 1.60520 -6.20289 1.89904
H 1.72430 -6.17277 -0.07105
H -0.28454 -4.52862 -0.05642
C 0.11137 0.99854 2.90622
C 0.45752 1.60037 1.54800
C 1.40012 2.80098 1.65197
C 0.74423 3.89909 2.47319
N 0.20016 4.81000 3.15446
H -0.42163 1.71342 3.54112
H -0.53982 0.12765 2.78116
H 1.01582 0.67536 3.43418
H -0.47074 1.89846 1.04533
H 0.92684 0.82939 0.92686
H 1.62837 3.18685 0.65282
H 2.34314 2.50979 2.12711
C -0.67089 6.99153 -0.42093
C -2.01513 6.53034 -0.97509
C -2.04568 5.03426 -1.29376
C -0.99505 4.71138 -2.34369
N -0.12349 4.44353 -3.21463
H 0.13621 6.84754 -1.14624
H -0.70473 8.05901 -0.18118
H -0.41492 6.44434 0.49356
H -2.24296 7.10813 -1.87922
H -2.79796 6.75649 -0.24262
H -3.03290 4.75140 -1.67414
H -1.84749 4.44467 -0.39211
C 0.44934 -1.31338 -2.63312
C 1.05509 -2.71180 -2.69841
C 0.43630 -3.57755 -3.79766
C -1.05226 -3.74695 -3.54092
N -2.28709 -3.88745 -3.32797
H -0.61761 -1.34595 -2.39067
H 0.94097 -0.72228 -1.85399
H 0.57065 -0.78829 -3.58747
H 0.92701 -3.19950 -1.72427
H 2.13279 -2.62436 -2.87556
H 0.91309 -4.56334 -3.81234
H 0.58247 -3.11501 -4.77977
```

Computed properties:
Gap between HOMO and LUMO = 7.00 eV
Total charge = -1